The following is a DFT calculation (ωB97M-V/def2-TZVPD) of a 2-piece molecular cluster, C3H7NO overall.

Structure (XYZ):
```
12
Properties=species:S:1:pos:R:3
C 0.247 -1.781 0.915
C 1.167 1.154 -0.103
N 0.112 1.261 -0.904
C -1.221 1.376 -0.400
O -1.521 1.291 0.752
H 1.104 -2.456 0.980
H -0.255 -1.924 -0.047
H -0.454 -1.997 1.724
H 2.032 1.026 -0.784
H 0.585 -0.744 1.008
H 0.152 1.252 -1.924
H -1.949 1.541 -1.217
```

LUMO: -0.05 eV
HOMO: -9.034 eV